Record 1
{"formula": "C7H9NOS", "method": "ωB97M-V with the def2-TZVPD basis set", "species": ["C", "C", "C", "C", "C", "C", "C", "N", "O", "S", "H", "H", "H", "H", "H", "H", "H", "H", "H"], "xyz": [[2.756398, -0.176815, 0.224537], [1.806353, -1.069281, -0.153498], [2.368519, 1.191300, 0.456132], [0.535191, -0.758892, -0.535249], [1.047811, 1.527558, 0.103417], [0.114412, 0.620660, -0.317825], [-2.420948, -1.623347, 0.530362], [-1.230550, 0.887066, -0.739959], [-3.356991, 0.840802, 0.773495], [-2.542231, -0.023768, -0.003085], [3.748516, -0.545775, 0.507657], [2.145998, -2.075396, -0.279039], [3.075249, 1.881773, 0.766066], [-0.143339, -1.495295, -0.736871], [0.621619, 2.536367, 0.328934], [-1.806244, -1.685053, 1.444912], [-1.893663, -2.189001, -0.267837], [-1.610736, 2.316919, -0.849062], [-3.215357, -0.159826, -1.253079]], "atomic_forces_ev_per_a": [[0.47, 2.95, 1.69], [0.23, -1.32, -1.02], [-1.31, -3.51, -1.98], [0.64, 3.99, 1.80], [-0.24, 1.91, 1.37], [-0.22, -2.90, -1.49], [1.46, 1.01, -0.64], [-1.12, 4.36, 0.34], [-0.33, 1.35, 1.36], [-0.80, -1.61, -2.80], [-0.33, 0.37, -0.25], [-0.05, -0.68, 0.03], [1.00, 1.36, 0.67], [-1.42, -1.53, -0.97], [0.74, -0.66, -0.34], [-0.49, 0.15, -0.10], [-0.70, 0.17, 0.31], [1.47, -5.22, 0.75], [0.98, -0.18, 1.29]], "e_tot_ha": -800.08860, "spin_multiplicity": 1, "orbital_gap_ev": 8.52, "largest_force_ev_per_a": 5.47, "homo_energy_ev": -8.8}

---

Record 2
{"formula": "CH5FSi", "method": "ωB97M-V with the def2-TZVPD basis set", "species": ["C", "F", "Si", "H", "H", "H", "H", "H"], "xyz": [[1.367421, 0.559420, 0.008668], [2.126999, -0.586852, -0.016634], [-1.232715, -0.385416, -0.070551], [1.182743, 0.718332, 1.082014], [1.891607, 1.292968, -0.683747], [-1.758107, -0.404432, -1.570583], [-2.144472, 0.510004, 0.515578], [-1.433477, -1.704022, 0.735253]], "atomic_forces_ev_per_a": [[-1.37, -1.48, 0.58], [0.00, -0.13, -0.39], [1.88, -0.62, -1.97], [0.39, 1.02, -0.71], [-1.49, -0.55, 1.00], [0.72, -0.37, 1.46], [-0.67, 1.23, 0.88], [0.54, 0.91, -0.85]], "e_tot_ha": -430.30522, "spin_multiplicity": 1, "orbital_gap_ev": 8.48, "largest_force_ev_per_a": 2.79, "homo_energy_ev": -8.8}

---

Record 3
{"formula": "C8H16CsO4S2", "method": "ωB97M-V with the def2-TZVPD basis set", "species": ["Cs", "C", "C", "C", "S", "O", "O", "C", "H", "H", "H", "H", "H", "H", "H", "H", "C", "C", "C", "S", "O", "O", "C", "H", "H", "H", "H", "H", "H", "H", "H"], "xyz": [[-3.531286, -0.293177, 0.416248], [0.976684, -3.556827, 2.663958], [-0.165206, -4.437947, 2.017588], [0.045804, -4.327507, 0.450778], [0.279824, -2.505067, 0.203968], [-1.004076, -1.800677, 0.313308], [1.287704, -2.263127, -0.854722], [1.266094, -2.294647, 1.812278], [1.908304, -4.079677, 2.880348], [0.657164, -3.393307, 3.693158], [-1.115756, -3.968137, 2.270238], [-0.234856, -5.469227, 2.363598], [-0.837746, -4.663127, -0.092172], [0.893454, -4.960277, 0.187788], [1.020644, -1.264357, 2.069888], [2.329724, -2.329457, 1.576528], [-0.009546, 4.721363, -1.124372], [0.867634, 3.409913, -0.750232], [0.615494, 2.430033, -1.868632], [-1.178936, 2.418383, -2.125552], [-1.715516, 1.450383, -1.163632], [-1.620726, 2.244563, -3.511692], [-1.400146, 4.214393, -1.544932], [0.347784, 5.338853, -1.948462], [-0.087986, 5.401413, -0.276152], [0.493334, 3.073163, 0.216508], [1.926514, 3.467253, -0.498082], [0.965324, 1.418343, -1.663212], [1.004254, 2.955393, -2.740952], [-2.080286, 4.221053, -0.693182], [-1.903656, 4.842043, -2.280212]], "atomic_forces_ev_per_a": [[-0.30, 0.41, -0.23], [-1.10, -0.98, 0.30], [0.74, 1.99, -0.70], [-0.75, -1.47, 1.49], [-1.13, -0.02, 0.25], [2.45, -1.30, -0.37], [-0.86, -0.05, 0.67], [1.04, -0.41, 0.62], [0.10, -0.23, -0.91], [-0.35, 1.01, -0.05], [-0.06, -0.04, 0.00], [0.41, -0.05, -0.29], [0.03, 0.40, -0.31], [0.39, 0.74, -0.52], [-0.43, -0.17, 0.34], [-0.09, 0.26, -0.48], [0.69, -0.89, 0.09], [-1.26, 1.16, 0.64], [-0.47, 0.56, -0.15], [-0.39, 0.99, -1.31], [-0.15, 0.25, 0.41], [0.89, 0.31, 1.88], [-0.19, -0.73, 0.59], [0.65, -0.38, -0.01], [-0.04, -0.21, 0.07], [-0.55, -0.31, -0.01], [0.12, 0.81, -0.75], [0.01, 0.11, -0.50], [0.28, -0.82, -0.45], [0.02, -0.50, 0.10], [0.31, -0.45, -0.44]], "e_tot_ha": -1431.19611, "total_charge": 2, "spin_multiplicity": 2, "orbital_gap_ev": [9.14, 2.76], "largest_force_ev_per_a": 2.80, "homo_energy_ev": [-15.3, -15.3]}

---

Record 4
{"formula": "C4H7BrN2", "method": "ωB97M-V with the def2-TZVPD basis set", "species": ["C", "N", "C", "Br", "C", "N", "C", "H", "H", "H", "H", "H", "H", "H"], "xyz": [[-0.084437, 2.335516, 0.757110], [0.410185, 1.203473, 0.953038], [-0.172038, -0.040146, 1.055514], [-1.809268, 0.372318, 2.426195], [-0.832166, -0.714551, -0.144350], [-0.369708, -1.236920, -1.202297], [0.998540, -1.494550, -1.578025], [-1.122551, 2.539614, 0.575522], [0.603339, 3.089802, 0.671859], [0.544194, -0.678247, 1.646758], [-1.867237, -0.529778, -0.133648], [0.793280, -2.545628, -1.765136], [1.267192, -0.953387, -2.502827], [1.640674, -1.347516, -0.759711]], "atomic_forces_ev_per_a": [[-1.05, -1.76, -0.42], [1.60, 0.11, -0.84], [-0.37, -0.71, 2.16], [0.68, -0.89, -0.54], [1.41, 0.58, -1.16], [-1.22, 1.41, 0.39], [-1.90, -0.61, -0.14], [-0.73, 0.06, 0.35], [1.46, 2.13, -0.23], [-1.22, 0.36, -0.46], [-1.45, -0.20, 0.06], [1.45, -0.42, -0.54], [-0.15, -0.32, 0.57], [1.48, 0.25, 0.80]], "e_tot_ha": -2840.03893, "spin_multiplicity": 1, "orbital_gap_ev": 9.26, "largest_force_ev_per_a": 2.59, "homo_energy_ev": -9.5}

---

Record 5
{"formula": "C3H3INO2", "method": "ωB97M-V with the def2-TZVPD basis set", "species": ["O", "C", "O", "C", "N", "C", "I", "H", "H", "H"], "xyz": [[-0.968680, -2.041384, -0.132286], [-1.520819, -0.982310, -0.374955], [-2.656690, -0.652999, -0.656624], [-0.510624, 0.489213, -0.288834], [0.385342, 0.395718, 0.728627], [1.603392, 0.355542, 0.877602], [3.177892, 0.215174, -0.745045], [-0.212325, 0.602441, -1.257972], [-1.209970, 1.367480, -0.147869], [1.912484, 0.251123, 1.997359]], "atomic_forces_ev_per_a": [[0.65, -0.15, 0.02], [0.81, 1.50, 0.62], [-1.14, 0.14, -0.52], [-3.83, -0.56, 1.06], [1.43, 0.75, 0.56], [-0.43, -0.74, 2.43], [-0.43, 0.10, 0.52], [1.88, 0.07, -2.75], [0.47, -1.25, 0.43], [0.59, 0.14, -2.36]], "e_tot_ha": -619.06552, "total_charge": -1, "spin_multiplicity": 1, "orbital_gap_ev": 6.88, "largest_force_ev_per_a": 4.02, "homo_energy_ev": -4.1}

---

Record 6
{"formula": "C3H7NO", "method": "ωB97M-V with the def2-TZVPD basis set", "species": ["C", "C", "C", "N", "O", "H", "H", "H", "H", "H", "H", "H"], "xyz": [[-1.236331, 0.276861, 0.740007], [-0.473337, -0.555403, -0.277675], [0.883605, 0.120994, -0.741156], [1.616241, 0.350874, 0.462843], [2.764963, -0.042908, 0.502333], [-2.197398, -0.187752, 0.949787], [-0.676911, 0.353958, 1.667747], [-1.416113, 1.279454, 0.360935], [-1.067800, -0.677248, -1.185471], [-0.265615, -1.547326, 0.120699], [0.637106, 1.115628, -1.127200], [1.431591, -0.487132, -1.472851]], "atomic_forces_ev_per_a": [[0.08, -0.17, -0.03], [0.73, 0.53, -0.71], [-1.33, -0.91, -0.17], [1.80, 0.16, 1.17], [-1.23, 0.19, -0.44], [-0.09, 0.01, 0.04], [-0.04, 0.08, 0.07], [-0.05, 0.15, 0.00], [-0.01, -0.12, 0.04], [0.10, -0.06, -0.04], [0.07, -0.07, -0.07], [-0.03, 0.19, 0.14]], "e_tot_ha": -248.41112, "spin_multiplicity": 1, "orbital_gap_ev": 9.20, "largest_force_ev_per_a": 2.15, "homo_energy_ev": -9.1}

---

Record 7
{"formula": "C16H29Cl12F3O6", "method": "ωB97M-V with the def2-TZVPD basis set", "species": ["C", "C", "O", "C", "O", "C", "F", "F", "F", "H", "H", "H", "H", "H", "Cl", "C", "Cl", "Cl", "H", "Cl", "C", "Cl", "Cl", "H", "Cl", "C", "Cl", "Cl", "H", "Cl", "C", "Cl", "Cl", "H", "C", "O", "C", "C", "O", "C", "H", "H", "H", "H", "H", "H", "H", "H", "H", "H", "C", "O", "C", "C", "O", "C", "H", "H", "H", "H", "H", "H", "H", "H", "H", "H"], "xyz": [[-1.699125, 4.591908, 2.934473], [-2.882926, 3.919584, 3.618494], [-2.856400, 4.249947, 5.069716], [-3.851706, 3.768818, 5.833243], [-4.742860, 2.970664, 5.518906], [-3.819293, 4.383573, 7.260112], [-2.673140, 5.005870, 7.527210], [-4.796583, 5.262283, 7.427430], [-3.963799, 3.458728, 8.242355], [-1.830575, 4.391124, 1.850956], [-0.719968, 4.208943, 3.229323], [-1.782603, 5.666271, 3.045260], [-2.916222, 2.840964, 3.491357], [-3.777135, 4.374555, 3.215463], [-1.706599, -1.183227, 0.172210], [-1.383210, 0.526830, 0.278634], [-0.954208, 0.927031, 1.954710], [-2.745272, 1.456569, -0.237835], [-0.515004, 0.773878, -0.286571], [-1.640926, 1.991039, -5.333400], [-0.883851, 1.818712, -3.763974], [0.416668, 2.966032, -3.607852], [-0.414271, 0.192951, -3.432597], [-1.645168, 2.066940, -3.075462], [1.250074, 3.134892, 0.640759], [2.586822, 3.543975, -0.359016], [4.104189, 3.491235, 0.474926], [2.397376, 5.161959, -1.068099], [2.676243, 2.827693, -1.163900], [3.438358, -0.306684, -3.568912], [3.769858, -0.560628, -1.931154], [2.566041, 0.236326, -0.879800], [5.406647, -0.093366, -1.516202], [3.672983, -1.636289, -1.709006], [4.110902, -4.106612, -1.022665], [3.710098, -3.005957, -0.270111], [4.401160, -2.927810, 0.979320], [3.685326, -1.871036, 1.856814], [2.611086, -2.431737, 2.564366], [1.423702, -2.325428, 1.801378], [3.895222, -5.008857, -0.488739], [5.179363, -4.115900, -1.337310], [3.544508, -4.110467, -1.923195], [5.447756, -2.687365, 0.855313], [4.327186, -3.897233, 1.467718], [3.326852, -0.945481, 1.391912], [4.438693, -1.652962, 2.618470], [1.085402, -1.263360, 1.782841], [0.748839, -2.973137, 2.370893], [1.578942, -2.829616, 0.839523], [0.286210, -2.938553, -2.945007], [-0.342087, -2.977989, -4.174178], [-1.589339, -3.599264, -4.114302], [-2.688461, -2.885982, -3.330380], [-3.055460, -1.741751, -4.038173], [-3.942096, -0.915797, -3.323701], [1.325964, -2.648368, -3.058211], [0.178078, -3.860420, -2.395403], [-0.166215, -2.185500, -2.233658], [-1.388978, -4.567579, -3.564468], [-1.863544, -3.758737, -5.170073], [-2.234140, -2.644286, -2.333752], [-3.557507, -3.546269, -3.270103], [-4.826256, -1.412953, -2.877754], [-4.357815, -0.158975, -3.949649], [-3.377809, -0.433723, -2.559476]], "atomic_forces_ev_per_a": [[-0.53, -0.62, -0.53], [0.35, 0.50, 0.57], [-0.81, -0.52, -0.01], [-1.53, -1.67, -1.21], [2.45, 2.16, 0.63], [0.51, -0.41, 1.19], [0.30, 0.14, -0.32], [-0.48, 0.24, -0.40], [-0.09, -0.01, -0.95], [0.18, 0.02, 0.49], [-0.17, 0.15, 0.14], [0.27, 0.18, 0.22], [0.02, -0.02, 0.12], [-0.44, -0.16, 0.04], [-0.02, -0.46, -0.20], [0.18, -0.21, 1.02], [-0.04, 0.10, 0.23], [-0.50, 0.50, -0.37], [0.42, 0.09, -0.67], [-0.16, -0.13, -0.60], [-0.24, 0.24, -0.45], [0.58, 0.30, 0.24], [0.38, -0.65, 0.08], [-0.56, 0.36, 0.85], [-0.72, -0.30, 0.54], [0.56, 0.55, -1.04], [0.69, -0.18, 0.67], [-0.23, -0.02, -0.13], [-0.31, 0.04, -0.13], [-0.40, 0.43, -1.67], [-0.13, -1.28, 1.29], [0.04, 0.07, -0.09], [0.23, 0.20, 0.24], [0.10, 0.78, 0.05], [0.90, -0.15, -0.41], [0.53, 0.30, 0.31], [-1.57, 1.00, -0.22], [1.17, -0.88, 0.87], [0.01, 0.13, -0.15], [-0.19, -0.85, 0.91], [-0.03, -0.82, 0.37], [-0.37, 0.25, 0.47], [-0.62, 0.00, -0.80], [0.42, 0.22, -0.32], [-0.02, -0.11, 0.31], [0.63, -0.24, -0.41], [-0.06, 0.46, 0.05], [0.03, -0.78, -0.39], [-0.50, 0.51, -0.23], [-0.28, 0.69, -0.18], [-0.25, 1.47, 1.50], [0.26, 0.71, -0.40], [-0.16, -1.40, 0.22], [1.15, 0.01, -0.21], [-0.55, 0.35, -0.42], [-0.35, -0.51, 0.23], [0.14, -0.17, -0.21], [0.26, -0.82, 0.07], [0.33, -0.39, -0.68], [-0.65, 0.39, -0.74], [-0.20, -0.12, 0.54], [-0.84, -0.09, -0.42], [0.08, -0.22, 0.47], [0.53, -0.32, -0.11], [0.01, 0.50, -0.85], [0.27, 0.51, 1.03]], "e_tot_ha": -6900.27437, "spin_multiplicity": 1, "orbital_gap_ev": 10.11, "largest_force_ev_per_a": 3.33, "homo_energy_ev": -9.8}

---

Record 8
{"formula": "C25H24N2O5S2", "method": "ωB97M-V with the def2-TZVPD basis set", "species": ["C", "C", "C", "C", "C", "C", "C", "N", "C", "C", "C", "C", "C", "S", "S", "O", "O", "C", "C", "C", "C", "C", "C", "O", "C", "C", "O", "C", "O", "N", "C", "C", "C", "C", "H", "H", "H", "H", "H", "H", "H", "H", "H", "H", "H", "H", "H", "H", "H", "H", "H", "H", "H", "H", "H", "H", "H", "H"], "xyz": [[1.660108, 6.075278, 0.797306], [0.846976, 4.909466, 0.326001], [1.456705, 3.712747, 0.017961], [0.722349, 2.607735, -0.425823], [1.310930, 1.343442, -0.726820], [0.570865, 0.278369, -1.115202], [1.176306, -1.089386, -1.296386], [1.405574, -1.754146, -0.031412], [2.353909, -1.216995, 0.911027], [3.744984, -1.304936, 0.372816], [4.381918, -2.409559, -0.099667], [5.688622, -2.139320, -0.566565], [6.027379, -0.831912, -0.446788], [4.751373, 0.099695, 0.234504], [0.350190, -2.947136, 0.431697], [0.813061, -3.426423, 1.704358], [0.222891, -3.887254, -0.640049], [-1.206686, -2.094549, 0.641439], [-1.243147, -0.939696, 1.400221], [-2.408471, -0.199379, 1.441248], [-3.531695, -0.626768, 0.741428], [-3.508351, -1.845311, 0.049283], [-2.320334, -2.562367, -0.016910], [-4.612014, -2.350365, -0.569404], [-5.806360, -1.677210, -0.238868], [-5.574923, -0.168284, -0.260336], [-4.633896, 0.187786, 0.730979], [-0.864813, 0.423836, -1.344096], [-1.597409, -0.431565, -1.811867], [-1.381433, 1.660399, -1.021609], [-0.670394, 2.734107, -0.561442], [-1.288429, 3.942894, -0.245829], [-0.551384, 5.025020, 0.193693], [-1.235232, 6.313833, 0.524389], [1.339167, 6.393189, 1.788572], [2.713689, 5.813849, 0.842551], [1.542324, 6.923330, 0.123784], [2.527436, 3.610058, 0.120059], [2.384916, 1.257321, -0.633166], [2.126842, -1.018423, -1.838543], [0.488407, -1.727905, -1.852874], [2.114840, -0.178909, 1.180364], [2.257841, -1.845633, 1.801071], [3.920539, -3.380416, -0.108834], [6.345434, -2.888968, -0.969823], [6.946159, -0.348006, -0.711388], [-0.361930, -0.616980, 1.930572], [-2.467608, 0.728843, 1.987793], [-2.264190, -3.464498, -0.601695], [-6.548248, -1.978374, -0.979666], [-6.141726, -1.976865, 0.763761], [-6.488403, 0.382749, -0.032614], [-5.200202, 0.118698, -1.252040], [-2.380360, 1.765934, -1.153409], [-2.360952, 4.027445, -0.350887], [-0.853999, 7.119795, -0.101428], [-1.051903, 6.588618, 1.562357], [-2.307963, 6.233701, 0.371140]], "atomic_forces_ev_per_a": [[-0.06, -0.01, -0.01], [0.11, -0.10, -0.02], [-0.29, 0.00, -0.03], [-0.45, 0.30, 0.05], [-0.31, -0.37, -0.24], [0.47, 0.08, 0.08], [-0.17, 0.08, -0.39], [-0.59, -0.76, 0.34], [-0.02, -0.12, 0.45], [0.33, 0.36, -0.09], [-0.21, 0.16, 0.13], [0.14, 0.06, -0.03], [-0.17, 0.35, 0.11], [0.02, -0.61, -0.04], [0.19, 0.16, 0.21], [-0.06, 0.22, 0.09], [-0.27, 0.22, -0.22], [0.42, -0.45, -0.18], [-0.07, 0.14, 0.13], [-0.08, -0.17, -0.04], [0.05, -0.14, -0.12], [0.20, 0.07, 0.37], [-0.27, 0.00, 0.03], [0.28, -0.09, -0.19], [-0.26, 0.46, 0.16], [-0.29, -0.40, -0.32], [0.32, -0.02, 0.27], [-0.28, 0.23, -0.13], [0.08, -0.07, -0.20], [-0.32, 0.04, -0.09], [0.64, 0.22, 0.13], [0.06, 0.02, 0.02], [0.01, -0.27, -0.09], [0.01, -0.03, -0.01], [0.04, 0.10, 0.08], [0.08, 0.03, 0.02], [0.05, 0.13, 0.00], [0.15, 0.01, 0.02], [0.11, -0.08, -0.02], [-0.11, -0.07, 0.05], [0.14, 0.17, -0.22], [-0.02, -0.13, 0.03], [0.14, 0.30, 0.01], [-0.12, -0.21, -0.02], [0.14, -0.10, -0.07], [0.22, 0.04, -0.08], [0.11, 0.14, 0.10], [0.00, 0.11, 0.07], [-0.06, -0.13, -0.14], [0.03, 0.06, 0.09], [0.02, 0.00, -0.12], [0.05, -0.08, -0.07], [-0.05, 0.02, 0.09], [0.15, -0.14, -0.02], [-0.14, 0.04, -0.01], [-0.01, 0.11, -0.01], [-0.02, 0.09, 0.07], [-0.07, 0.04, 0.01]], "e_tot_ha": -2249.16482, "spin_multiplicity": 1, "orbital_gap_ev": 8.37, "largest_force_ev_per_a": 1.02, "homo_energy_ev": -8.2}